[1]
Computed, not measured: a molecular structure, C36H32N6PPdS in a non-equilibrium geometry, with wB97M-V/def2-TZVPD.

```
77
Properties=species:S:1:pos:R:3
Pd 0.76525 -0.19906 -0.51189
S 2.15580 -0.78757 -2.42921
C 0.55993 -0.93184 -3.15159
N 0.36739 -1.39064 -4.33884
N -0.96697 -1.36223 -4.79701
C -1.52372 -2.54183 -5.22830
C -0.77035 -3.70924 -5.40949
C -1.38394 -4.86291 -5.88128
C -2.74306 -4.89819 -6.17312
C -3.48940 -3.73707 -5.98580
C -2.89421 -2.57573 -5.52800
N -0.42487 -0.35955 -2.28573
N -1.43803 -1.17983 -2.02484
C -2.50114 -0.52998 -1.40325
C -2.57282 0.84780 -1.13134
C -3.68744 1.37996 -0.49314
C -4.75452 0.57205 -0.11504
C -4.69771 -0.79201 -0.40017
C -3.59268 -1.33429 -1.03277
H -1.58820 -0.77709 -4.26083
H 0.28348 -3.68539 -5.17008
H -0.78507 -5.75845 -6.00937
H -3.21249 -5.80628 -6.52924
H -4.55169 -3.73550 -6.20307
H -3.48569 -1.67689 -5.38907
H -1.75580 1.48259 -1.43861
H -3.72386 2.44631 -0.29466
H -5.61704 0.99496 0.38544
H -5.52735 -1.43541 -0.12833
H -3.53846 -2.39102 -1.26732
N 3.18554 -4.66096 3.64875
C 2.82686 -3.59318 2.84163
C 2.71561 -2.30378 3.35734
C 2.38920 -1.27152 2.50050
N 2.17191 -1.41514 1.19448
C 2.29047 -2.65544 0.70145
C 2.60824 -3.75663 1.47516
H 3.02166 -4.55772 4.63493
H 2.98884 -5.57963 3.29092
H 2.87285 -2.10867 4.41158
H 2.28631 -0.26096 2.88606
H 2.12951 -2.75563 -0.36447
H 2.67893 -4.73526 1.01410
C -0.72200 6.47757 2.01349
C 0.56086 6.24637 1.53983
C 0.94918 4.96604 1.15329
C 0.06192 3.89329 1.24011
C -1.23389 4.14637 1.69852
C -1.62073 5.41967 2.08964
P 0.44954 2.19963 0.58038
C -0.11137 1.18514 2.02469
C -0.63624 -0.08220 1.75189
C -1.00365 -0.93723 2.78480
C -0.86762 -0.53810 4.10355
C -0.37486 0.73012 4.39503
C -0.00947 1.58246 3.36253
C 2.29149 2.23140 0.72858
C 2.98525 2.27530 1.93788
C 4.37263 2.29415 1.96472
C 5.09115 2.27515 0.77368
C 4.41401 2.23979 -0.43595
C 3.02361 2.21602 -0.45654
H -1.02257 7.47299 2.31754
H 1.26734 7.06491 1.46880
H 1.95669 4.80134 0.78980
H -1.94595 3.32906 1.75700
H -2.62863 5.58876 2.44886
H -0.78840 -0.42501 0.71958
H -1.41218 -1.91190 2.54751
H -1.16294 -1.20539 4.90463
H -0.27868 1.05485 5.42466
H 0.34985 2.57772 3.59721
H 2.44107 2.28559 2.87369
H 4.89391 2.31798 2.91457
H 6.17466 2.27482 0.79250
H 4.96144 2.19937 -1.36980
H 2.50328 2.14284 -1.40310
```

relative energy (zero: lowest compared OMol25 entry of this formula, charge and spin): 0.1447 eV
HOMO level (alpha / beta): -0.1192 / -0.1191 Eh
net charge: -1
frontier orbital gap (alpha / beta): 0.206 / 0.206 Ha

---

[2]
Computed, not measured: a molecular structure, C43H28GdN6OS3, with wB97M-V/def2-TZVPD.

```
82
Properties=species:S:1:pos:R:3
Gd -0.04050 0.41980 0.60098
C 0.62266 5.06662 -0.35506
C 0.10963 3.76161 -0.37029
N 0.82412 2.70188 -0.06090
C 2.12885 2.86641 0.30897
C 2.70999 4.14848 0.41304
C 1.91175 5.25559 0.04981
C 4.03313 4.28915 0.88596
C 4.71769 3.17427 1.27439
C 4.15314 1.89139 1.15826
C 2.89130 1.69286 0.62616
N 2.26746 0.47394 0.43453
C 2.96876 -0.71276 0.31501
C 4.26972 -0.83398 -0.13733
C 4.91764 -2.07903 -0.23197
C 4.28843 -3.23436 0.12486
C 2.94069 -3.17482 0.54227
C 2.21071 -4.33390 0.88327
C 0.89891 -4.23456 1.24305
C 0.30185 -2.96646 1.24098
N 0.94032 -1.86115 0.93035
C 2.26608 -1.93339 0.60304
H -0.01423 5.89577 -0.63090
H -0.92707 3.58893 -0.62948
H 2.33732 6.25100 0.10771
H 4.47760 5.27475 0.95043
H 5.71849 3.27014 1.67627
H 4.72081 1.03599 1.49536
H 4.80365 0.05548 -0.43968
H 5.93994 -2.11038 -0.58828
H 4.79158 -4.19180 0.07580
H 2.70889 -5.29644 0.85181
H 0.31429 -5.10338 1.51380
H -0.74202 -2.86743 1.50895
O -0.19751 0.53577 2.77296
N -1.00951 1.25496 3.54895
C -0.75106 1.25803 4.87705
C -1.53631 1.95537 5.74587
C -2.62159 2.67564 5.23424
C -2.86221 2.66838 3.88462
C -2.04173 1.94936 2.99401
S -2.30042 1.91918 1.30089
H 0.10819 0.67313 5.16600
H -1.30488 1.93952 6.80059
H -3.26472 3.23807 5.89882
H -3.68659 3.21642 3.45153
S 1.22636 0.94898 -6.73866
C 2.62128 1.89949 -6.98450
C 3.15568 2.32420 -5.80920
C 2.42865 1.85163 -4.68546
C 1.35674 1.07276 -5.02386
C 0.40008 0.40799 -4.12903
C 0.49547 0.59419 -2.73815
N -0.32352 0.04867 -1.86374
C -1.31462 -0.75977 -2.30376
C -1.49329 -1.02254 -3.66426
C -2.55726 -1.89315 -4.08670
C -3.38738 -2.45566 -3.18811
C -3.23420 -2.19742 -1.78136
C -4.07901 -2.75961 -0.81543
C -3.91112 -2.46929 0.52199
C -2.86085 -1.59197 0.84620
N -2.03479 -1.07213 -0.03315
C -2.20761 -1.35571 -1.34047
C -4.76278 -3.01978 1.58406
C -4.59153 -2.92796 2.93710
C -5.60143 -3.59588 3.67786
C -6.52531 -4.18447 2.87264
S -6.19181 -3.91368 1.22193
C -0.61309 -0.41533 -4.57116
H 2.96349 2.09989 -7.98794
H 4.03845 2.94390 -5.74412
H 2.70914 2.07733 -3.66481
H 1.27584 1.22285 -2.32590
H -2.67473 -2.08508 -5.14630
H -4.18976 -3.10936 -3.50766
H -4.87305 -3.42485 -1.13872
H -2.70624 -1.28828 1.87575
H -3.76367 -2.41018 3.40350
H -5.63274 -3.64055 4.75715
H -7.39502 -4.75560 3.15880
H -0.73964 -0.60762 -5.63125
```

relative energy (zero: lowest compared OMol25 entry of this formula, charge and spin): 0.0000 eV
HOMO level (alpha / beta): -0.3354 / -0.3368 Eh
net charge: +1
multiplicity: 8
⟨S²⟩: 15.854
frontier orbital gap (alpha / beta): 0.222 / 0.223 Ha

---

[3]
Computed, not measured: C25H33N3O5S in the gas phase in a non-equilibrium geometry, with wB97M-V/def2-TZVPD.

```
67
Properties=species:S:1:pos:R:3
C -8.88742 1.33890 0.04888
C -7.90628 2.48499 0.27492
O -6.84702 2.48561 -0.66401
C -5.81557 1.62106 -0.53451
C -5.62425 0.73103 0.52095
C -4.50438 -0.07918 0.55426
C -3.55576 -0.03198 -0.46129
C -2.34724 -0.89061 -0.49082
O -1.82506 -1.22261 -1.55104
N -1.86294 -1.24641 0.71803
C -0.78167 -2.18651 0.98807
C 0.59851 -1.60054 0.62293
O 1.43230 -1.38767 1.47632
N 0.74060 -1.36813 -0.70203
C 1.85650 -0.84941 -1.35132
C 1.68242 -0.32177 -2.63258
C 2.75334 0.20880 -3.32663
C 4.01496 0.22884 -2.75092
C 4.18086 -0.31397 -1.49240
S 5.78836 -0.22484 -0.69952
O 6.76710 0.11517 -1.69157
O 5.99439 -1.39620 0.09817
N 5.66792 1.07093 0.33448
C 5.49817 2.35549 -0.29974
C 5.88420 3.46023 0.68137
C 5.04685 3.33927 1.95235
C 5.22301 1.94508 2.54931
C 4.85077 0.88906 1.51127
C 3.12925 -0.85613 -0.78359
C -1.01350 -3.55298 0.31180
C 0.14445 -4.49168 0.63853
C -2.33785 -4.15164 0.78255
C -3.76614 0.83994 -1.53099
C -4.86865 1.65877 -1.56448
H -9.28722 1.39138 -0.96050
H -9.70728 1.41452 0.75766
H -8.39955 0.37526 0.17392
H -7.51542 2.47268 1.29949
H -8.41030 3.44148 0.11168
H -6.33948 0.65636 1.32472
H -4.40320 -0.77782 1.37332
H -2.30912 -0.84483 1.52593
H -0.76177 -2.33606 2.07262
H -0.11631 -1.43540 -1.26691
H 0.69663 -0.33638 -3.07442
H 2.60444 0.61169 -4.31694
H 4.87296 0.63488 -3.26129
H 4.45334 2.49626 -0.62570
H 6.14654 2.36259 -1.17652
H 5.73357 4.43350 0.21161
H 6.94039 3.35405 0.93083
H 3.99317 3.50101 1.71106
H 5.34860 4.10001 2.67455
H 4.59387 1.82195 3.43173
H 6.26429 1.80320 2.84065
H 3.78040 0.97549 1.26512
H 5.04806 -0.11654 1.88227
H 3.30505 -1.28867 0.18633
H -1.06348 -3.40946 -0.77063
H 1.08803 -4.09364 0.27412
H -0.01981 -5.46125 0.17513
H 0.22788 -4.63331 1.71400
H -3.17288 -3.50770 0.51506
H -2.33361 -4.29126 1.86208
H -2.49489 -5.11932 0.31314
H -3.04128 0.86030 -2.33017
H -5.03188 2.34415 -2.38067
```

relative energy (zero: lowest compared OMol25 entry of this formula, charge and spin): 0.9027 eV
SMILES: CCOc1ccc(C(=O)N[C@H](C(=O)Nc2cccc(S(=O)(=O)N3CCCCC3)c2)C(C)C)cc1
HOMO level: -0.3175 Eh
frontier orbital gap: 0.333 Ha

---

[4]
Computed, not measured: a molecular structure, C37H38Cl5MoN2OP2Si2 in a non-equilibrium geometry, with wB97M-V/def2-TZVPD.

```
88
Properties=species:S:1:pos:R:3
Mo 0.99417 -0.51136 -0.19533
C -1.64863 -2.96446 -2.70993
Si -0.80783 -3.27256 -1.02783
C -1.69303 -4.34486 0.25937
C 0.97427 -3.87246 -1.35443
N -0.60863 -1.59946 -0.36173
P -1.78853 -0.66916 0.39337
C -0.55723 0.56804 0.66807
P 0.10337 2.03324 -0.04593
N 1.61627 1.33344 -0.03093
Si 3.04037 2.08034 0.83667
C 3.86997 0.56234 1.64757
C 4.06987 2.96354 -0.49383
C 2.38467 3.16204 2.25557
C -0.28663 2.05314 -1.82773
C -0.94973 3.06474 -2.51503
C -1.21923 2.90924 -3.86793
C -0.83843 1.75424 -4.53223
C -0.21273 0.71564 -3.84213
C 0.05147 0.88164 -2.50213
C -0.12013 3.70154 0.56767
C 0.57487 4.70494 -0.11183
C 0.46077 6.01544 0.31157
C -0.35583 6.32224 1.39667
C -1.06113 5.32294 2.05317
C -0.94723 4.00434 1.64517
C -2.19033 -1.42556 1.96927
C -1.11853 -1.85386 2.75757
C -1.36293 -2.38696 4.00877
C -2.66743 -2.48026 4.48167
C -3.72733 -2.02506 3.71117
C -3.49533 -1.49826 2.45177
C -3.22513 -0.29576 -0.62953
C -4.16473 -1.29016 -0.91083
C -5.26253 -0.98406 -1.69833
C -5.41843 0.29714 -2.21173
C -4.49783 1.29014 -1.90623
C -3.40613 0.99904 -1.10813
H -1.95633 -3.91286 -3.13763
H -0.95723 -2.51126 -3.41843
H -2.52963 -2.33316 -2.64373
H -1.81123 -5.35296 -0.12773
H -2.68483 -3.97606 0.50777
H -1.13243 -4.42036 1.18977
H 0.91427 -4.73866 -2.00653
H 1.47667 -4.19886 -0.44703
H 1.60867 -3.14456 -1.86653
H 4.46017 -0.04026 0.96187
H 3.15297 -0.07916 2.17047
H 4.56567 0.92054 2.40227
H 4.17937 2.39914 -1.41633
H 5.06637 3.13824 -0.10213
H 3.66237 3.93854 -0.74453
H 1.47597 2.75024 2.69347
H 2.17897 4.18484 1.95577
H 3.12657 3.22034 3.04757
H -1.24953 3.96244 -1.99313
H -1.73273 3.69504 -4.40083
H -1.02553 1.64984 -5.59113
H 0.06507 -0.19006 -4.36073
H 0.60877 0.06974 -1.89733
H 1.19957 4.43864 -0.95553
H 1.00047 6.79684 -0.20183
H -0.44763 7.34634 1.72237
H -1.70153 5.57244 2.88657
H -1.48613 3.21104 2.14557
H -0.09833 -1.75696 2.38347
H -0.54433 -2.72786 4.62517
H -2.85563 -2.90286 5.45717
H -4.73573 -2.07616 4.09347
H -4.31733 -1.13526 1.85277
H -4.03793 -2.28906 -0.52273
H -6.00373 -1.73746 -1.91083
H -6.26763 0.52524 -2.83773
H -4.64373 2.29384 -2.27753
H -2.69723 1.77454 -0.83333
Cl 6.91867 -4.74546 0.28717
C 5.47707 -3.85786 0.41297
C 5.15467 -2.91166 -0.57823
Cl 6.20257 -2.63436 -1.89673
C 3.96617 -2.20396 -0.46413
Cl 3.48007 -1.06026 -1.65163
C 3.08877 -2.38826 0.61857
O 1.98057 -1.65976 0.63237
C 3.42287 -3.33276 1.59877
Cl 2.35867 -3.55526 2.91347
C 4.60657 -4.07346 1.49567
Cl 5.00917 -5.20646 2.69817
```

HOMO level (alpha / beta): -0.5956 / -0.5956 Eh
net charge: +3
frontier orbital gap (alpha / beta): 0.195 / 0.194 Ha